(1)
Density functional theory data (ωB97M-V/def2-TZVPD) for a molecular structure, C48H80F6O29Pb at a distorted geometry.

As for the gap between HOMO and LUMO: 8.27 eV. The calculation puts the total energy at -4851.02338 a.u. As for the LUMO energy: 0.2 eV.

Element x y z (Å)
Pb (-2.0346, -3.2032, 0.9085)
C (-0.4108, -0.5943, 0.3572)
O (-0.7462, -1.6046, -0.6085)
O (-0.8235, -1.0280, 1.4910)
C (1.0604, -0.2624, 0.2404)
F (1.8453, -1.3345, -0.0618)
F (1.2364, 0.6522, -0.7527)
F (1.5685, 0.2772, 1.3757)
C (-0.5635, -1.2941, -1.9946)
C (-1.1086, -2.4562, -2.8000)
H (-1.0451, -2.1656, -3.8503)
H (-0.5115, -3.3426, -2.6202)
H (-2.1669, -2.6088, -2.5942)
H (0.4912, -1.1347, -2.2219)
H (-1.1884, -0.4173, -2.2142)
H (-0.9865, 0.3261, 0.1043)
C (-3.9256, -5.0986, -0.6485)
O (-4.4669, -4.3114, 0.4240)
O (-2.7051, -4.7196, -0.8538)
C (-4.1710, -6.5878, -0.4904)
F (-4.0264, -7.0217, 0.7713)
F (-5.4539, -6.8723, -0.8647)
F (-3.3868, -7.3017, -1.2587)
C (-5.7554, -4.5941, 0.8584)
C (-6.4015, -3.3368, 1.4505)
H (-6.2920, -2.5299, 0.7057)
H (-7.4918, -3.4068, 1.4975)
H (-5.9920, -3.0585, 2.4164)
H (-5.7732, -5.3003, 1.7116)
H (-6.4430, -5.0386, 0.1363)
H (-4.4651, -4.7995, -1.5716)
C (-0.0422, 2.6434, 8.4435)
O (-0.3211, 1.5311, 7.6011)
C (-0.2489, 1.7927, 6.3358)
O (0.0677, 2.8449, 5.8908)
O (-0.5062, 0.6541, 5.7604)
C (-0.7196, 0.4197, 4.3510)
H (0.2921, 2.2762, 9.4036)
H (-0.9616, 3.2223, 8.4998)
H (0.7478, 3.2846, 8.0512)
H (-0.0061, 0.9272, 3.7147)
H (-1.7252, 0.8339, 4.1551)
H (-0.9175, -0.6277, 4.1691)
C (1.8904, 4.7347, 1.1074)
O (1.1062, 5.6823, 1.8261)
C (1.2050, 5.8121, 3.1102)
O (0.7736, 6.7185, 3.6700)
O (1.8395, 4.8370, 3.6687)
C (2.0784, 5.0590, 5.0680)
H (1.5595, 4.6794, 0.0811)
H (1.8110, 3.7514, 1.5728)
H (2.9499, 4.9961, 1.1540)
H (2.6455, 4.2330, 5.4676)
H (1.1606, 5.2229, 5.6269)
H (2.6692, 5.9815, 5.1220)
C (-4.4184, 1.3820, -1.7530)
O (-4.0798, 0.0316, -1.4569)
C (-4.0752, -0.3957, -0.2537)
O (-3.7170, -1.4753, -0.0160)
O (-4.3876, 0.5089, 0.6053)
C (-4.3652, 0.0844, 2.0072)
H (-3.8406, 2.0950, -1.1815)
H (-5.4822, 1.5701, -1.5951)
H (-4.2337, 1.5009, -2.8154)
H (-3.4631, -0.5083, 2.1778)
H (-5.2662, -0.4999, 2.1575)
H (-4.2705, 0.9899, 2.5901)
C (-1.9216, 4.6007, 1.7021)
O (-2.5291, 5.6726, 2.4059)
C (-3.2343, 6.4730, 1.7437)
O (-3.3841, 6.4553, 0.6011)
O (-3.8147, 7.2730, 2.5626)
C (-4.6872, 8.2135, 1.9565)
H (-2.5471, 3.7580, 1.3974)
H (-1.1916, 4.1489, 2.3767)
H (-1.3880, 4.9724, 0.8224)
H (-5.6629, 7.8057, 1.7081)
H (-4.2585, 8.6503, 1.0536)
H (-4.7551, 9.0233, 2.6782)
C (1.8134, 2.2761, -3.6526)
C (1.7737, 3.7840, -3.7096)
C (0.7973, 3.9952, -4.8449)
O (-0.2018, 3.0197, -4.6238)
C (0.3567, 1.8974, -3.9541)
H (2.2400, 1.8641, -2.7442)
H (2.4391, 1.9324, -4.4861)
H (2.7639, 4.2203, -3.8442)
H (1.3257, 4.2401, -2.8194)
H (1.2628, 3.8468, -5.8350)
H (0.4267, 5.0219, -4.8628)
H (0.2728, 1.0509, -4.6313)
H (-0.1769, 1.7461, -3.0132)
O (5.6692, 5.1512, -0.8414)
C (5.6013, 4.1183, -0.2838)
O (4.6270, 3.2238, -0.5664)
C (4.7882, 2.0128, 0.2167)
C (6.2475, 2.0491, 0.6896)
C (6.5516, 3.5405, 0.7636)
H (4.6489, 1.1367, -0.4108)
H (4.0816, 2.0543, 1.0400)
H (6.9182, 1.5774, -0.0395)
H (6.3792, 1.4866, 1.6175)
H (7.5436, 3.9238, 0.5377)
H (6.3195, 3.9436, 1.7578)
O (-0.5658, -0.4970, -6.8774)
C (-1.5336, -1.0537, -7.1786)
O (-2.2345, -0.7323, -8.2763)
C (-3.3905, -1.5996, -8.3841)
C (-3.0114, -2.8161, -7.5570)
C (-2.2742, -2.1462, -6.4303)
H (-3.5404, -1.9018, -9.4199)
H (-4.2545, -1.0395, -8.0294)
H (-2.4591, -3.5864, -8.0878)
H (-3.9377, -3.3356, -7.2825)
H (-1.6059, -2.7504, -5.8236)
H (-2.9561, -1.6742, -5.7135)
O (0.2001, -4.2122, -0.0079)
C (1.3255, -4.1133, -0.3309)
O (2.3130, -4.0659, 0.5930)
C (3.6024, -3.9584, -0.0418)
C (3.4066, -4.3036, -1.5099)
C (1.8942, -4.0372, -1.7149)
H (4.2558, -4.6521, 0.4890)
H (3.9785, -2.9527, 0.1460)
H (3.6907, -5.2937, -1.8470)
H (3.9676, -3.5838, -2.1065)
H (1.4326, -4.7528, -2.3824)
H (1.7783, -3.0035, -2.0433)
O (-0.2678, -3.9625, 2.8022)
C (0.4485, -3.4928, 3.6110)
O (0.2438, -3.6980, 4.9320)
C (1.2770, -3.0654, 5.6928)
C (1.8418, -1.9759, 4.7846)
C (1.6361, -2.5885, 3.4050)
H (2.0078, -3.8174, 5.9999)
H (0.8409, -2.6765, 6.6108)
H (2.9014, -1.7762, 4.9488)
H (1.3137, -1.0270, 4.8874)
H (2.4690, -3.2501, 3.1440)
H (1.4579, -1.9483, 2.5450)
O (4.6821, 3.1471, 3.4967)
C (4.3974, 2.2620, 4.2250)
O (5.3320, 1.6083, 4.9733)
C (4.7298, 0.5112, 5.6714)
C (3.2979, 0.9628, 5.8475)
C (3.0363, 1.6636, 4.5048)
H (5.2674, 0.3268, 6.5956)
H (4.8139, -0.3913, 5.0599)
H (3.1871, 1.6476, 6.6841)
H (2.6421, 0.0969, 5.9639)
H (2.2286, 2.3866, 4.5994)
H (2.6894, 1.0213, 3.6881)
O (0.5259, -4.3674, -4.9047)
C (0.6007, -4.4526, -6.0876)
O (-0.2535, -5.2913, -6.7715)
C (-0.0738, -5.2275, -8.1920)
C (0.9455, -4.0767, -8.4616)
C (1.5045, -3.7114, -7.0603)
H (-1.0152, -5.0207, -8.6977)
H (0.3056, -6.1832, -8.5551)
H (0.4832, -3.2262, -8.9651)
H (1.7069, -4.4650, -9.1348)
H (1.4518, -2.6629, -6.7687)
H (2.5523, -4.0033, -7.0851)



(2)
Density functional theory data (ωB97M-V/def2-TZVPD) for a molecular structure, C48H85BBrFINO12P at a distorted geometry.

As for the gap between HOMO and LUMO: 6.37 eV. The calculation puts the total energy at -6175.26210 a.u. Its net charge is +1. As for the LUMO energy: -3.7 eV.

Element x y z (Å)
C (-6.2112, -3.3412, -0.4939)
C (-4.7824, -3.6613, -0.0672)
C (-4.4248, -5.1084, -0.3825)
C (-2.9413, -5.4430, -0.6684)
C (-2.6424, -6.9307, -0.4617)
C (-1.9642, -4.4551, -0.0815)
C (-1.5235, -3.4210, -0.9515)
C (-2.0787, -3.3609, -2.2491)
C (-1.6814, -2.4562, -3.1621)
C (-2.2768, -2.3562, -4.5339)
O (-1.4929, -2.9440, -5.5394)
C (-1.1757, -4.3050, -5.3573)
C (-0.6434, -1.5776, -2.8084)
O (-0.2607, -0.6768, -3.7503)
B (0.5938, -1.0335, -4.7925)
O (1.4096, -2.1138, -4.6224)
O (0.6387, -0.2659, -5.9049)
C (-0.0661, -1.5360, -1.5641)
C (1.0485, -0.5280, -1.4661)
C (0.6468, 0.8916, -0.9865)
C (-0.7263, 1.0118, -0.3874)
F (-0.8904, 2.2922, 0.1209)
C (-0.5565, -2.4542, -0.5539)
C (-0.1328, -2.5291, 0.8337)
C (0.7331, -1.4602, 1.4342)
Br (-0.1909, -0.5304, 2.9051)
C (2.1843, -1.7886, 1.8037)
C (2.7585, -3.0107, 1.1162)
C (-0.5553, -3.5449, 1.6114)
I (0.2574, -3.7917, 3.5255)
N (-1.4961, -4.5064, 1.1902)
P (-1.9509, -5.6873, 2.4671)
C (-3.7150, -5.9176, 2.7715)
C (-0.9638, -7.1788, 2.2665)
H (-6.6038, -2.4596, -0.0082)
H (-6.2353, -3.1713, -1.5647)
H (-6.8727, -4.1808, -0.3134)
H (-4.6756, -3.4520, 0.9943)
H (-4.1231, -2.9988, -0.6177)
H (-4.9613, -5.3560, -1.2952)
H (-4.8160, -5.7699, 0.3745)
H (-2.8525, -5.3546, -1.7335)
H (-1.5860, -7.1241, -0.3373)
H (-3.1694, -7.3336, 0.3903)
H (-3.0099, -7.4671, -1.3282)
H (-2.8655, -4.0235, -2.5476)
H (-3.2853, -2.7723, -4.5263)
H (-2.3624, -1.3071, -4.7867)
H (-0.2997, -4.4206, -4.7257)
H (-0.9915, -4.7194, -6.3387)
H (-2.0052, -4.8516, -4.9067)
H (2.1405, -2.0928, -5.2462)
H (-0.0200, 0.4400, -5.9019)
H (1.8812, -0.9256, -0.9118)
H (1.4571, -0.3886, -2.4561)
H (1.3819, 1.2391, -0.2656)
H (0.6946, 1.5660, -1.8334)
H (-0.8978, 0.3240, 0.4362)
H (-1.4964, 0.8627, -1.1400)
H (0.7949, -0.6262, 0.7918)
H (2.2988, -1.8544, 2.8778)
H (2.7832, -0.9379, 1.4881)
H (2.5149, -3.0052, 0.0587)
H (2.4161, -3.9439, 1.5481)
H (3.8397, -2.9914, 1.1851)
H (-4.1556, -6.7874, 2.2936)
H (-3.8302, -6.0138, 3.8420)
H (-4.2654, -5.0427, 2.4523)
H (-0.1610, -6.9126, 1.5985)
H (-1.5125, -8.0304, 1.8859)
H (-0.5395, -7.4320, 3.2302)
C (0.9343, 2.8091, 3.2528)
C (1.8520, 3.8765, 3.8020)
O (3.0410, 3.6846, 3.9056)
C (1.2176, 5.1832, 4.2098)
H (1.5201, 1.9299, 3.0051)
H (0.1771, 2.5440, 3.9919)
H (0.4238, 3.1751, 2.3596)
H (0.4704, 5.0104, 4.9860)
H (0.7161, 5.6385, 3.3543)
H (1.9761, 5.8641, 4.5888)
C (5.1510, 5.7057, 5.9622)
C (4.7737, 7.0337, 5.3627)
O (3.9502, 7.7543, 5.8807)
C (5.4659, 7.4239, 4.0793)
H (4.5833, 5.5450, 6.8754)
H (4.9236, 4.9088, 5.2514)
H (6.2164, 5.6773, 6.1984)
H (5.2632, 6.6799, 3.3072)
H (6.5449, 7.4710, 4.2349)
H (5.1061, 8.3958, 3.7512)
C (1.4798, -7.4579, -2.9243)
C (1.2901, -6.4994, -1.7783)
O (1.0798, -6.8871, -0.6505)
C (1.3696, -5.0263, -2.0997)
H (1.3991, -8.4805, -2.5662)
H (0.7231, -7.2794, -3.6905)
H (2.4605, -7.3094, -3.3782)
H (0.6100, -4.7591, -2.8368)
H (2.3464, -4.7834, -2.5203)
H (1.2129, -4.4465, -1.1935)
C (6.6730, 9.3809, 7.9563)
C (7.5099, 8.6986, 9.0120)
O (8.7149, 8.7697, 9.0117)
C (6.7625, 7.9183, 10.0673)
H (7.3284, 9.8991, 7.2606)
H (6.0755, 8.6492, 7.4105)
H (5.9951, 10.1016, 8.4155)
H (6.1832, 7.1222, 9.5967)
H (6.0850, 8.5771, 10.6134)
H (7.4765, 7.4806, 10.7601)
C (-0.8187, -0.8509, -8.4474)
C (-0.6617, 0.6475, -8.4366)
O (-1.2926, 1.3319, -7.6588)
C (0.3193, 1.2472, -9.4096)
H (-1.5546, -1.1372, -7.6997)
H (-1.1361, -1.2091, -9.4277)
H (0.1361, -1.3143, -8.1995)
H (0.0286, 1.0042, -10.4327)
H (1.3156, 0.8416, -9.2276)
H (0.3474, 2.3274, -9.2856)
C (-10.2436, -0.5376, -0.7289)
C (-9.2772, -1.1210, -1.7298)
O (-8.8468, -2.2452, -1.6175)
C (-8.8768, -0.2291, -2.8803)
H (-10.4555, -1.2697, 0.0457)
H (-9.8191, 0.3596, -0.2758)
H (-11.1731, -0.2567, -1.2257)
H (-8.4035, 0.6791, -2.5037)
H (-9.7582, 0.0629, -3.4526)
H (-8.1843, -0.7575, -3.5305)
C (-0.9782, 6.8526, -10.4310)
C (-0.5962, 5.5589, -9.7538)
O (0.5494, 5.1758, -9.7124)
C (-1.7119, 4.7558, -9.1299)
H (-0.0905, 7.3296, -10.8373)
H (-1.6873, 6.6581, -11.2370)
H (-1.4556, 7.5233, -9.7150)
H (-2.4421, 4.4744, -9.8906)
H (-2.2178, 5.3411, -8.3609)
H (-1.2945, 3.8590, -8.6793)
C (5.8345, 4.5545, 11.4516)
C (5.7534, 3.9928, 10.0523)
O (6.4898, 4.3683, 9.1719)
C (4.7011, 2.9365, 9.8075)
H (6.6248, 5.2978, 11.4977)
H (4.8840, 5.0159, 11.7246)
H (6.0500, 3.7547, 12.1614)
H (3.7102, 3.3382, 10.0254)
H (4.8711, 2.0798, 10.4614)
H (4.7423, 2.6150, 8.7699)



Q: Among the records above, which one has the highest total energy?
A: C48H80F6O29Pb